C41H66NO27V | ωB97M-V with the def2-TZVPD basis set

```
136
Properties=species:S:1:pos:R:3:forces:R:3
O 13.286783 23.092033 2.462244 -0.1 0.1 0.6
V 12.166128 22.032171 2.761296 0.1 -3.1 -3.8
O 12.394545 21.212140 4.095262 0.0 0.5 0.1
C 11.468516 20.800222 -1.794700 0.7 -0.1 0.8
C 10.950391 21.566403 -0.507934 0.2 0.2 -3.3
C 9.478135 21.873656 -0.800004 0.7 1.1 1.3
C 8.549128 20.705490 -0.697084 0.4 -0.2 0.5
C 8.788780 20.076774 0.679507 -0.8 -1.2 -1.1
C 10.243728 19.572573 0.940996 -1.6 1.6 1.0
N 11.143352 20.733712 0.651279 -0.2 0.7 3.4
O 12.453092 20.555151 1.084910 -0.6 1.5 1.2
C 10.529737 18.324664 0.071882 0.4 0.4 0.3
C 10.086613 19.340198 2.511900 1.0 0.1 -0.3
C 11.594626 22.969944 -0.406560 0.5 -0.5 0.6
H 10.652433 20.408599 -2.400505 0.0 0.2 -0.1
H 12.041515 19.933949 -1.463638 0.1 0.0 -0.1
H 12.157227 21.392631 -2.398473 -0.2 0.2 -0.1
H 9.461130 22.464863 -1.716927 -0.2 -0.4 -0.3
H 9.292817 22.623804 -0.022512 -0.9 -0.1 0.1
H 8.788821 19.973250 -1.469287 -0.5 0.0 -0.2
H 7.527673 21.078183 -0.758700 -0.1 -0.4 -0.2
H 8.232305 19.141179 0.804200 -0.4 0.0 -0.4
H 8.294883 20.714857 1.413167 0.9 0.4 0.3
H 10.210011 17.421014 0.591146 0.3 0.0 0.1
H 11.587902 18.325026 -0.190114 0.1 -0.5 0.4
H 10.029668 18.311951 -0.897562 -0.3 0.4 0.1
H 9.692714 20.260901 2.947925 -0.1 0.1 -0.2
H 10.950529 19.117973 3.142060 0.4 -0.2 -0.6
H 9.347065 18.573419 2.743370 0.0 -0.1 -0.4
H 11.527134 23.602372 -1.294209 -0.2 -0.6 -0.4
H 12.656809 22.900650 -0.168998 -0.1 0.1 0.2
H 11.058963 23.592778 0.315167 0.2 -0.3 0.5
C 9.782942 24.375304 -4.571791 1.0 -0.1 -0.4
C 11.118991 24.106979 -5.264335 -2.1 -0.3 -0.2
C 10.982685 24.001190 -6.782374 -0.4 1.7 1.1
O 12.251335 24.534971 -7.173285 -0.2 -1.1 -0.7
C 12.800445 25.237881 -6.149559 0.8 -0.1 -1.7
O 13.886310 25.714570 -6.287333 -0.7 0.3 1.0
O 11.932260 25.274480 -5.127037 1.0 -0.7 0.8
H 9.146260 23.547993 -4.886803 -0.5 0.3 0.1
H 9.484511 25.364584 -4.917628 -0.6 -0.2 -0.1
H 9.835652 24.422628 -3.484963 0.2 -0.2 0.0
H 11.503316 23.120587 -4.988035 1.0 0.5 0.9
H 10.216491 24.729613 -7.061827 -0.1 -0.2 -0.5
H 10.711415 23.002592 -7.112286 0.6 0.0 -0.4
C 9.846888 11.689224 0.561434 1.1 0.2 0.4
C 9.673564 12.825929 1.563466 -0.7 0.9 -1.6
C 10.017977 14.254705 1.041738 0.5 -0.7 0.9
O 8.937136 15.029550 1.555995 0.7 1.5 0.3
C 7.856682 14.249994 1.802846 -0.8 1.7 -3.8
O 6.733476 14.664677 1.614435 0.8 -0.4 1.8
O 8.242576 13.021531 1.706644 -0.3 -3.1 1.5
H 9.287822 11.776192 -0.368002 -0.4 0.2 0.3
H 9.680565 10.738499 1.064333 -0.3 0.0 -0.2
H 10.893440 11.689233 0.244371 0.1 -0.1 0.1
H 10.154917 12.605252 2.514178 -0.2 0.0 0.1
H 10.096908 14.306509 -0.046453 -0.5 0.0 -0.1
H 10.949340 14.658665 1.435881 0.0 -0.1 0.1
C 14.078544 28.663897 -0.303954 1.1 -0.6 0.8
C 13.336758 27.367256 -0.668899 1.5 2.5 0.7
C 13.749658 26.136477 0.163222 0.0 0.4 0.0
O 12.478475 25.665038 0.551586 -1.3 -1.5 0.3
C 11.464655 26.482965 0.224433 0.4 1.5 -1.7
O 10.293254 26.302603 0.272215 0.2 -0.7 0.9
O 11.983234 27.632296 -0.340177 -0.3 -1.5 0.2
H 13.925886 28.897077 0.752214 -0.5 0.0 0.0
H 13.856442 29.562809 -0.873715 -0.3 -0.3 -0.3
H 15.159596 28.495871 -0.309957 0.1 0.0 -0.5
H 13.460793 27.188892 -1.737957 -0.3 -0.3 0.0
H 14.305652 26.180148 1.102829 0.2 1.1 -0.2
H 14.343811 25.451431 -0.444697 -0.7 -0.4 -0.2
C 13.734352 16.576771 4.559104 0.3 0.5 -1.2
C 13.951954 18.037765 4.940386 -2.2 -1.5 -0.3
C 13.070783 18.555032 6.099331 0.0 -1.5 -0.3
O 14.030022 19.178536 6.962919 -1.4 0.2 -0.1
C 15.215890 19.123884 6.370856 1.7 1.1 -0.7
O 16.126970 19.865074 6.579903 -0.2 -0.6 0.6
O 15.257377 18.170711 5.397282 0.3 0.8 0.3
H 12.802212 16.438050 4.006483 -0.4 0.0 0.6
H 13.891573 15.862914 5.364127 -0.1 0.1 0.0
H 14.446413 16.408649 3.746308 0.4 -0.3 0.3
H 13.692979 18.619061 4.049223 0.8 0.4 0.0
H 12.578263 17.713351 6.591045 0.3 0.0 0.4
H 12.252553 19.163129 5.717039 0.5 0.8 0.3
C 15.471333 21.014948 -0.539746 -1.4 1.2 -1.5
C 15.263415 19.535286 -0.763861 0.8 1.1 0.6
C 14.960919 18.946713 -2.156397 -0.3 0.5 0.6
O 15.626336 17.703281 -2.057342 0.0 0.0 -0.5
C 16.653423 17.839717 -1.179476 0.7 -3.0 -0.4
O 17.449553 16.950295 -1.035240 -0.2 0.9 0.0
O 16.571720 18.954626 -0.513087 -0.3 0.6 0.5
H 14.491985 21.433449 -0.296206 0.1 0.0 0.5
H 15.691561 21.554418 -1.466605 0.5 -0.3 -0.1
H 16.210389 21.335396 0.188585 -0.1 -0.6 0.2
H 14.567948 19.227763 0.020598 0.0 -0.6 -0.2
H 15.372637 19.554990 -2.966924 0.2 0.0 0.1
H 13.915420 18.747913 -2.384581 0.0 0.1 0.3
C 6.490860 20.251785 4.051888 -1.9 -0.8 0.6
C 5.695632 18.908664 4.173020 1.9 -0.9 0.0
C 6.682335 17.691631 3.964566 -0.7 1.6 0.2
O 6.381345 16.860132 5.061392 0.5 -1.6 0.1
C 5.618693 17.466567 5.974908 0.6 0.1 1.8
O 5.385627 17.104371 7.101612 0.1 -0.3 -1.5
O 5.270686 18.653188 5.528355 -0.9 2.0 -0.9
H 7.424447 20.274442 4.611800 0.1 -0.5 -0.2
H 5.859210 20.992909 4.543411 0.0 0.4 -0.5
H 6.621234 20.445259 2.989154 0.1 0.3 0.1
H 4.850557 18.800664 3.496161 -0.2 0.5 0.1
H 7.654814 18.174208 4.073213 0.4 -0.8 0.1
H 6.615532 17.132240 3.033901 -0.2 0.0 0.0
C 5.964599 22.414206 -3.618193 -0.2 0.3 -0.1
C 5.203289 23.185194 -2.524346 2.0 -0.1 -1.8
C 4.705664 22.216308 -1.500962 -2.1 0.9 1.4
O 5.498683 22.533473 -0.340865 0.2 -0.8 0.5
C 6.156119 23.696167 -0.524335 0.4 0.7 -0.2
O 6.655403 24.400678 0.301613 -0.2 -1.0 0.0
O 6.184645 23.980494 -1.840469 -0.3 0.2 0.2
H 6.570162 23.039394 -4.274866 -0.4 0.3 0.0
H 5.239812 21.849578 -4.205548 0.2 -0.1 -0.1
H 6.689544 21.734321 -3.167030 -0.3 -0.2 0.2
H 4.499817 23.920493 -2.910536 -0.4 -0.4 -0.1
H 4.594034 21.173134 -1.794376 1.2 -0.2 0.2
H 3.686649 22.454784 -1.180188 -0.1 0.2 -0.2
C 7.198647 14.570436 -3.132142 -1.4 0.0 1.4
C 6.837458 15.427914 -1.887659 0.5 0.7 -1.8
C 7.854081 16.572495 -1.801477 -0.7 -1.3 1.8
O 7.033800 17.632477 -1.312020 1.8 0.8 0.4
C 5.770503 17.418840 -1.652029 -1.0 1.7 -0.7
O 4.935898 18.292023 -1.650293 0.5 -1.0 0.3
O 5.629003 16.188323 -2.092475 -1.1 -1.3 -0.7
H 6.515229 13.721586 -3.149745 0.2 -0.2 -0.2
H 8.225679 14.221746 -3.038264 0.0 0.0 -0.2
H 7.021188 15.164650 -4.026143 0.3 0.0 0.0
H 6.664734 14.910076 -0.944677 0.5 -0.3 -0.1
H 8.346445 16.806785 -2.742938 -0.1 0.2 0.0
H 8.525251 16.227974 -1.014008 0.6 0.7 -0.1
```
Forces are in eV/Å.

The calculation puts the LUMO energy at -0.0710 Ha. For the total energy, the calculation gives -4632.035909 hartree. Its gap between HOMO and LUMO is 6.93 eV. Its strongest force on any atom is 0.0949 Eh/bohr. The calculation puts the HOMO energy at -0.326 Ha.

Here are the Mulliken charges for atoms 1 to 99, given in e:
1. O -0.593
2. V 1.331
3. O -0.760
4. C -1.240
5. C 3.124
6. C -2.325
7. C 0.534
8. C -1.895
9. C 1.928
10. N 1.526
11. O -0.118
12. C -0.874
13. C -1.632
14. C -2.514
15. H 0.301
16. H -0.455
17. H 0.532
18. H 0.130
19. H 0.679
20. H -0.146
21. H -0.257
22. H 0.732
23. H 0.120
24. H 0.143
25. H 0.087
26. H 0.012
27. H 0.622
28. H -0.153
29. H 0.105
30. H 0.362
31. H 0.024
32. H 0.493
33. C -1.299
34. C 0.649
35. C -0.502
36. O -0.368
37. C 0.609
38. O -0.531
39. O -0.329
40. H 0.289
41. H 0.425
42. H 0.248
43. H 0.156
44. H 0.298
45. H 0.360
46. C -1.445
47. C 0.311
48. C -0.545
49. O 0.103
50. C 0.468
51. O -0.554
52. O -0.378
53. H 0.315
54. H 0.375
55. H 0.400
56. H 0.331
57. H 0.293
58. H 0.374
59. C -1.502
60. C 0.551
61. C -0.449
62. O -0.181
63. C 0.603
64. O -0.526
65. O -0.384
66. H 0.365
67. H 0.335
68. H 0.382
69. H 0.264
70. H 0.350
71. H 0.226
72. C -1.540
73. C 1.280
74. C -0.219
75. O -0.343
76. C 0.548
77. O -0.530
78. O -0.423
79. H 0.304
80. H 0.370
81. H 0.412
82. H -0.352
83. H 0.338
84. H 0.142
85. C -1.154
86. C 0.953
87. C -0.247
88. O -0.388
89. C 0.564
90. O -0.578
91. O -0.396
92. H 0.028
93. H 0.367
94. H 0.350
95. H -0.041
96. H 0.346
97. H 0.147
98. C -1.105
99. C 0.313